16
Properties=species:S:1:pos:R:3 method="wB97M-V/def2-TZVPD" mol_weight_g_mol=130.20 orbital_gap_ev=7.54 charge=-1 homo_ev=-3.7 spin_multiplicity=1
C -2.05 0.55 2.03
C 0.75 0.26 -1.26
C 1.44 -0.87 -0.66
C -0.69 0.12 -0.81
N 1.30 -0.70 0.77
O -1.89 1.17 3.09
O -3.08 0.16 1.45
Si -0.39 0.32 0.94
H 1.15 1.26 -0.99
H 0.87 0.34 -2.41
H 0.90 -1.73 -1.03
H 2.57 -0.97 -0.82
H -1.42 0.84 -1.24
H -1.06 -0.89 -1.12
H 1.41 -1.62 1.22
H 0.19 1.76 0.84